Record 1
DFT (ωB97M-V/def2-TZVPD) results for a 2-piece molecular cluster, C4H8O overall.

```
13
Properties=species:S:1:pos:R:3
C 1.171 -1.896 0.788
C -0.270 -2.308 0.693
O -1.056 -2.383 1.598
H 1.316 -1.184 -0.021
H 1.445 -1.528 1.775
H 1.781 -2.787 0.639
H -0.583 -2.549 -0.342
C -0.024 2.673 -0.685
C -1.208 2.204 -1.022
H 0.810 1.985 -0.613
H 0.075 3.724 -0.462
H -1.416 1.160 -1.215
H -2.042 2.888 -1.131
```

Computed properties:
lowest unoccupied orbital energy = 0.941 eV
HOMO = -0.365 Eh
HOMO-LUMO gap = 10.88 eV
relative energy (zero: lowest compared OMol25 entry of this formula, charge and spin) = 34.1 kcal per mole

---

Record 2
DFT (ωB97M-V/def2-TZVPD) results for C24H50ClIrNO3P2Si2 as an isolated structure in a non-equilibrium geometry.

```
84
Properties=species:S:1:pos:R:3
Ir 0.119 0.948 0.042
C -0.927 -0.268 2.036
C -1.479 0.987 1.241
C -2.706 0.528 0.637
Si -1.206 2.772 1.923
C -2.993 -0.795 1.039
C -1.967 -1.347 1.794
Si -1.482 -3.088 2.200
H -0.751 -0.155 3.135
H -3.237 1.144 -0.091
H -3.874 -1.357 0.737
Cl 0.698 0.156 -2.104
C -1.222 -3.179 4.051
C -2.729 -4.342 1.589
C -1.094 2.545 3.766
C -2.702 3.785 1.438
H -3.713 -4.106 2.020
H -2.455 -5.357 1.919
H -2.831 -4.350 0.496
H -0.336 -2.607 4.360
H -1.102 -4.211 4.406
H -2.088 -2.742 4.564
H -3.585 3.337 1.911
H -2.901 3.845 0.363
H -2.580 4.805 1.827
H -1.994 2.047 4.135
H -1.039 3.533 4.240
H -0.218 1.954 4.060
C 0.244 -3.307 1.325
C 0.389 3.560 1.229
P 0.410 -2.548 -0.359
H 0.595 -4.355 1.338
H 0.939 -2.697 1.949
P 0.573 2.974 -0.488
H 1.230 3.141 1.811
H 0.413 4.654 1.294
C 2.266 3.363 -1.057
C -0.776 3.782 -1.453
C -0.861 -3.442 -1.398
C 2.050 -3.172 -0.992
C 3.096 -2.061 -0.822
H 1.882 -3.330 -2.071
C 2.538 -4.472 -0.359
H 2.683 -4.351 0.720
H 3.509 -4.716 -0.809
H 1.866 -5.318 -0.539
H 2.832 -1.192 -1.434
H 4.079 -2.430 -1.140
H 3.163 -1.738 0.224
H -1.810 -3.160 -0.909
C -0.698 -4.963 -1.379
C -0.894 -2.872 -2.823
H -0.693 -5.391 -0.368
H 0.213 -5.278 -1.905
H -1.551 -5.402 -1.915
H -1.106 -1.797 -2.813
H -1.689 -3.379 -3.383
H 0.051 -3.031 -3.357
H -1.690 3.469 -0.925
C -0.850 3.189 -2.855
C -0.728 5.312 -1.448
H -0.762 5.746 -0.440
H -1.613 5.684 -1.983
H 0.156 5.695 -1.972
H -1.058 2.114 -2.825
H 0.082 3.336 -3.415
H -1.666 3.681 -3.400
C 3.208 2.187 -0.789
C 2.836 4.649 -0.460
H 2.165 3.481 -2.149
H 2.991 4.557 0.622
H 2.206 5.525 -0.650
H 3.811 4.833 -0.929
H 3.297 1.954 0.280
H 4.203 2.435 -1.174
H 2.851 1.288 -1.300
C 1.093 0.069 -5.760
H 0.003 0.064 -5.836
H 1.630 1.016 -5.692
H 1.640 -0.875 -5.731
O 1.899 0.999 3.576
N 1.306 -0.051 3.847
O 1.831 -1.167 3.885
O 0.293 -0.510 1.383
```

Computed properties:
lowest unoccupied orbital energy (spin up / spin down) = -0.328 / -2.590 eV
HOMO (spin up / spin down) = -0.228 / -0.239 Eh
2S+1 = 6
⟨S²⟩ = 8.7984
HOMO-LUMO gap (spin up / spin down) = 5.87 / 3.91 eV
relative energy (zero: lowest compared OMol25 entry of this formula, charge and spin) = 37.4 kcal per mole

---

Record 3
DFT (ωB97M-V/def2-TZVPD) results for a 2-piece molecular cluster, C6H16 overall in a non-equilibrium geometry.

```
22
Properties=species:S:1:pos:R:3
C 1.129 0.801 1.043
C 2.271 -0.277 1.190
C 1.759 -1.551 0.462
H 1.571 1.757 1.358
H 0.549 0.992 0.157
H 0.388 0.458 1.773
H 2.360 -0.416 2.286
H 3.084 0.215 0.742
H 1.597 -1.360 -0.592
H 0.889 -1.949 0.993
H 2.332 -2.506 0.609
C -2.034 1.377 -0.184
C -1.383 0.601 -1.384
C -1.596 -0.925 -1.161
H -3.102 1.201 -0.167
H -1.864 2.408 -0.410
H -1.634 1.072 0.754
H -1.885 0.743 -2.369
H -0.386 1.070 -1.383
H -2.499 -1.274 -1.662
H -0.804 -1.432 -1.734
H -1.572 -1.281 -0.147
```

Computed properties:
lowest unoccupied orbital energy = 1.152 eV
HOMO = -0.394 Eh
HOMO-LUMO gap = 11.89 eV
relative energy (zero: lowest compared OMol25 entry of this formula, charge and spin) = 29.8 kcal per mole

---

Record 4
DFT (ωB97M-V/def2-TZVPD) results for C35H34ClHfN4O3S4 as an isolated structure in a non-equilibrium geometry.

```
82
Properties=species:S:1:pos:R:3
Hf 0.991 2.313 -0.179
C 0.623 4.007 3.411
C -0.786 4.182 2.888
S -0.861 4.414 1.099
C -0.219 6.100 0.914
C 0.551 6.278 -0.381
S 1.861 5.079 -0.650
C 3.052 5.497 0.629
C 4.230 4.558 0.447
S 3.794 2.796 0.397
C 4.044 2.208 2.081
C 3.115 2.803 3.121
S 1.376 2.530 2.699
H 0.611 3.875 4.493
H 1.253 4.864 3.176
H -1.264 5.042 3.355
H -1.406 3.310 3.101
H 0.394 6.332 1.784
H -1.082 6.764 0.920
H 1.002 7.270 -0.421
H -0.098 6.188 -1.254
H 2.603 5.410 1.617
H 3.371 6.528 0.471
H 4.973 4.683 1.235
H 4.723 4.743 -0.507
H 5.083 2.411 2.341
H 3.933 1.124 2.014
H 3.268 3.876 3.229
H 3.298 2.334 4.087
C -1.465 -11.222 -0.233
O -2.441 -10.175 -0.170
C -2.020 -8.909 -0.162
C -3.026 -7.938 -0.085
C -2.692 -6.609 -0.058
C -1.350 -6.204 -0.108
C -0.358 -7.179 -0.196
C -0.680 -8.521 -0.220
C -0.965 -4.811 -0.078
N 0.262 -4.335 -0.263
C 0.144 -2.996 -0.142
C -1.153 -2.607 0.121
N -1.856 -3.786 0.152
C -1.525 -1.255 0.266
C -2.844 -0.794 0.473
C -3.095 0.545 0.590
C -2.038 1.444 0.495
N -0.776 1.060 0.299
C -0.505 -0.286 0.184
C 0.843 -0.676 -0.092
N 1.802 0.312 -0.222
C 3.006 -0.039 -0.698
C 3.379 -1.354 -0.938
C 2.470 -2.351 -0.704
C 1.167 -2.017 -0.292
H -2.026 -12.148 -0.214
H -0.799 -11.177 0.628
H -0.893 -11.157 -1.159
H -4.057 -8.264 -0.054
H -3.498 -5.883 -0.014
H 0.679 -6.872 -0.240
H 0.105 -9.259 -0.285
H -2.836 -3.914 0.342
H -3.664 -1.500 0.527
H -4.097 0.921 0.739
H -2.231 2.503 0.557
H 3.699 0.755 -0.923
H 4.370 -1.564 -1.314
H 2.711 -3.395 -0.868
Cl -5.163 3.335 -3.309
C -3.510 2.915 -3.174
C -2.982 1.924 -3.999
C -1.655 1.563 -3.874
C -0.843 2.216 -2.951
C -1.379 3.230 -2.155
C -2.715 3.575 -2.245
C 0.536 1.737 -2.722
O 0.937 0.647 -2.999
O 1.329 2.642 -2.010
H -3.618 1.442 -4.730
H -1.236 0.779 -4.493
H -0.739 3.779 -1.464
H -3.144 4.358 -1.632
```

Computed properties:
lowest unoccupied orbital energy = -9.330 eV
HOMO = -0.500 Eh
net charge = +3
HOMO-LUMO gap = 4.28 eV
relative energy (zero: lowest compared OMol25 entry of this formula, charge and spin) = 51.2 kcal per mole

---

Record 5
DFT (ωB97M-V/def2-TZVPD) results for a 2-piece molecular cluster, CH3NOS overall in a non-equilibrium geometry.

```
7
Properties=species:S:1:pos:R:3
C -0.160 -0.525 -0.406
N 1.578 0.366 0.327
O -2.493 -0.738 -0.096
S -1.413 -0.005 0.493
H -0.191 -0.862 -1.370
H 1.524 1.312 -0.139
H 1.155 0.452 1.191
```

Computed properties:
lowest unoccupied orbital energy = -0.700 eV
HOMO = -0.363 Eh
HOMO-LUMO gap = 9.17 eV
relative energy (zero: lowest compared OMol25 entry of this formula, charge and spin) = 118.9 kcal per mole